<a>
Below is C37H89AsCl2F6N5O17Pb as an isolated structure, with properties calculated with ωB97M-V with the def2-TZVPD basis set.

```
! wB97M-V def2-TZVPD RIJCOSX def2/J DEFGRID3
* xyz 1 1
Pb 1.33015 -1.40129 3.45755
As -0.45174 -0.04804 -0.20866
F 0.12446 1.58508 -0.10643
F 0.79001 -0.43456 -1.32086
F -0.97883 -1.68256 -0.25649
F -1.68665 0.34894 0.92021
F -1.49755 0.39695 -1.48029
F 0.53897 -0.56081 1.16276
C 5.38345 -3.73731 4.56548
C 4.29067 -2.92967 3.86173
C 4.41756 -3.05897 2.36342
O 3.44798 -2.24243 1.71710
C 3.68757 -2.09418 0.29908
N 2.93158 -3.35354 4.32040
H 6.39632 -3.37931 4.39156
H 5.33531 -4.76682 4.19638
H 5.20528 -3.71608 5.64100
H 4.45871 -1.89261 4.16728
H 4.21437 -4.08977 2.04017
H 5.42308 -2.77824 2.04538
H 4.74937 -1.94190 0.10062
H 3.11171 -1.22953 -0.00953
H 3.30028 -2.95683 -0.24640
H 3.06056 -3.62283 5.29591
H 2.77294 -4.25957 3.87039
C -4.10406 -2.03234 1.69199
C -2.93879 -2.07636 2.70357
C -3.44846 -2.67682 3.99901
O -2.37682 -2.86841 4.89992
C -2.82654 -3.08460 6.21795
N -1.84219 -2.88357 2.19182
H -4.43287 -3.05501 1.49960
H -3.74945 -1.57687 0.76411
H -4.94033 -1.38641 1.97426
H -2.67251 -1.03309 2.88852
H -3.94621 -3.64127 3.82042
H -4.20820 -2.01416 4.43542
H -3.33136 -4.04691 6.34058
H -3.39736 -2.21424 6.55747
H -1.94112 -3.13953 6.86111
H -1.38548 -2.45299 1.39529
H -2.19505 -3.76641 1.83389
C -1.35114 -1.33594 -8.72873
C -2.56486 -1.40608 -7.82813
C -2.33918 -0.70164 -6.50888
O -3.25684 -1.11262 -5.53402
C -3.41271 -0.18163 -4.49399
N -3.77895 -0.97547 -8.53707
H -1.19918 -0.36027 -9.19687
H -1.37626 -2.11797 -9.48350
H -0.43004 -1.48599 -8.15229
H -2.73338 -2.45483 -7.55400
H -2.42723 0.39117 -6.66887
H -1.28541 -0.82315 -6.20574
H -3.81428 0.77399 -4.86515
H -2.44603 0.07061 -4.03543
H -4.10620 -0.59746 -3.77040
H -3.80874 0.04981 -8.51163
H -4.56560 -1.14406 -7.90267
C -1.22261 -4.04217 -4.96888
C -0.31768 -3.82984 -3.77714
C 0.62679 -2.65136 -3.98168
O 1.69586 -2.73702 -3.06089
C 2.83368 -2.05249 -3.50415
N -1.15406 -3.59031 -2.58376
H -1.86785 -4.90995 -4.80878
H -0.67537 -4.22968 -5.89387
H -1.93436 -3.21875 -5.08524
H 0.30555 -4.70765 -3.59118
H 0.06623 -1.71285 -3.88865
H 1.01450 -2.75546 -5.00713
H 3.60303 -1.94577 -2.73676
H 2.56990 -1.02841 -3.79375
H 3.30320 -2.54617 -4.36363
H -0.50200 -3.38949 -1.82836
H -1.60521 -2.68832 -2.73603
C 0.39901 0.22019 7.85794
C 0.49460 -0.07372 6.37276
C 0.19028 1.11973 5.51337
O 0.43944 0.85298 4.13734
C -0.27816 1.74712 3.26400
N 1.76864 -0.69042 5.96921
H 1.24673 0.83353 8.18493
H 0.47062 -0.70484 8.43255
H -0.51549 0.72872 8.15576
H -0.27740 -0.83712 6.19046
H 0.83919 1.97482 5.77398
H -0.81814 1.48740 5.72633
H -0.08105 2.77282 3.59682
H -1.34481 1.53761 3.28818
H 0.13965 1.66610 2.27117
H 1.93184 -1.50784 6.56289
H 2.54406 -0.10628 6.30088
C 7.61566 -0.05282 2.23538
C 6.32991 0.53198 1.70084
O 5.24390 0.07824 2.54268
C 4.08618 0.70072 2.51696
O 3.16507 0.35680 3.24061
O 4.03971 1.71999 1.69977
C 2.76333 2.31620 1.48385
H 7.65412 -1.13814 2.15770
H 7.67060 0.17892 3.30372
H 8.47047 0.43279 1.77323
H 6.15966 0.26690 0.65393
H 6.39896 1.61903 1.71722
H 2.47683 3.03441 2.25361
H 1.97322 1.57107 1.53786
H 2.76895 2.75384 0.49693
C -1.77218 4.96136 -0.57489
C -1.61298 4.27736 0.76166
O -2.23570 4.96137 1.85548
C -3.56626 4.98975 1.92615
O -4.34416 4.35158 1.28433
O -3.90719 5.92087 2.81853
C -5.27095 6.29853 2.85401
H -1.24810 4.33775 -1.31214
H -1.18340 5.88013 -0.67219
H -2.79325 5.12064 -0.90530
H -0.56871 4.15794 1.03509
H -2.05768 3.28440 0.63848
H -5.29374 7.35949 3.10602
H -5.83238 5.76078 3.61657
H -5.77314 6.20121 1.89316
C -9.58611 0.47741 -2.40845
C -8.62604 0.62355 -1.25438
O -7.42281 1.17378 -1.78792
C -6.38530 1.19750 -0.97263
O -6.35742 0.76866 0.15243
O -5.36717 1.75763 -1.60822
C -4.14293 1.77920 -0.90108
H -9.19751 -0.19610 -3.17213
H -9.74909 1.45573 -2.86217
H -10.55349 0.08952 -2.09140
H -8.40251 -0.32688 -0.77028
H -9.05354 1.28412 -0.49804
H -4.24036 1.98210 0.16832
H -3.52935 2.58880 -1.28408
H -3.66225 0.80573 -0.92170
C 8.31726 3.07742 -3.00918
C 7.79499 2.50645 -1.72891
O 6.41889 2.84638 -1.50819
C 5.49834 1.94827 -1.84390
O 5.70984 0.84181 -2.26016
O 4.30415 2.47533 -1.61567
C 3.21166 1.56555 -1.75167
H 9.31835 2.68714 -3.20632
H 8.35176 4.16544 -2.96792
H 7.74701 2.76908 -3.88559
H 8.35082 2.78445 -0.83502
H 7.87749 1.41449 -1.76542
H 3.43026 0.69493 -1.13228
H 3.14797 1.22740 -2.78719
H 2.24999 2.00149 -1.50629
C -0.19249 2.27339 -4.00427
Cl 0.10235 3.97795 -4.30331
Cl 0.94125 1.22172 -4.89165
H -0.08731 2.03879 -2.95204
H -1.18477 2.00994 -4.34653
*
```

Results
Molar mass = 1343.15 g mol⁻¹

<b>
Below is C37H89AsCl2F6N5O17Pb as an isolated structure, with properties calculated with ωB97M-V with the def2-TZVPD basis set.

```
! wB97M-V def2-TZVPD RIJCOSX def2/J DEFGRID3
* xyz 1 1
Pb -0.81042 2.55381 3.32743
As 0.75043 1.13203 -0.42559
F 1.39808 0.10590 -1.71748
F -0.90754 0.50503 -0.76433
F 0.17443 2.20775 0.88273
F 2.46286 1.72473 -0.27447
F 0.53620 2.49731 -1.61332
F 0.92440 -0.14947 0.83274
C 4.04680 -2.12821 -3.55341
C 3.25766 -1.28855 -4.59635
C 3.14982 -1.88912 -5.97800
O 4.48273 -1.93362 -6.40560
C 4.46599 -2.53077 -7.70435
N 1.89288 -1.17010 -4.08279
H 3.88830 -1.64031 -2.59168
H 5.11601 -2.25959 -3.71964
H 3.73119 -3.15537 -3.37060
H 3.77419 -0.33087 -4.53210
H 2.55258 -1.32816 -6.69684
H 2.80999 -2.92478 -5.97252
H 3.67081 -2.01355 -8.24126
H 4.38523 -3.61773 -7.69494
H 5.45709 -2.23268 -8.04634
H 1.94143 -0.60241 -3.24884
H 1.20594 -0.69567 -4.65124
C 2.76716 4.32402 1.44652
C 2.83129 3.54837 2.67127
C 3.86789 4.01567 3.69082
O 3.90353 3.11261 4.74688
C 5.15825 2.98483 5.42737
N 1.50758 3.65880 3.32539
H 3.74882 4.49022 1.00289
H 2.62981 5.34000 1.81668
H 2.01436 4.07531 0.69850
H 2.91344 2.49975 2.38535
H 3.58124 4.95712 4.15945
H 4.73438 4.26565 3.07861
H 5.90606 2.80561 4.65487
H 5.12663 2.29053 6.26704
H 5.45414 3.86272 6.00170
H 1.51476 4.66562 3.24563
H 1.74511 3.41224 4.27559
C -1.24850 5.10156 -0.34128
C -1.43886 5.90402 0.92298
C -2.80159 6.69180 0.73396
O -3.90951 5.70312 0.90146
C -5.04201 6.35304 1.34183
N -1.60567 4.92987 2.00950
H -1.23976 5.66544 -1.27405
H -1.99960 4.34612 -0.57200
H -0.24101 4.69502 -0.25299
H -0.57521 6.55663 1.05068
H -2.79227 7.20177 -0.22934
H -2.93051 7.51264 1.43944
H -4.87483 6.70845 2.35861
H -5.89245 5.67123 1.34374
H -5.23783 7.19696 0.68036
H -2.56838 4.69013 1.82023
H -1.75795 5.49663 2.83150
C 1.41060 -1.58921 3.95955
C 0.39949 -0.43933 4.02810
C -0.55631 -0.34393 5.28980
O -1.44847 0.73243 5.05297
C -2.29991 0.94904 6.20344
N 1.05214 0.80515 3.59267
H 1.83544 -1.64223 2.95715
H 0.94178 -2.54452 4.19553
H 2.26026 -1.52932 4.63970
H -0.27090 -0.74012 3.22300
H 0.05211 -0.13568 6.16989
H -1.20818 -1.21490 5.35751
H -1.81876 1.33865 7.10055
H -2.89027 0.10034 6.54884
H -2.99490 1.74532 5.93693
H 1.64543 0.94065 4.39873
H 1.75796 0.61588 2.89546
C -4.02508 0.56737 0.62494
C -3.12467 1.28727 1.62804
C -4.01216 1.79124 2.81004
O -3.23518 2.66519 3.70365
C -4.10956 3.63220 4.41076
N -1.99759 0.54154 1.99506
H -4.57960 1.24011 -0.02930
H -4.81281 0.12552 1.23514
H -3.62716 -0.27275 0.05576
H -2.82442 2.21474 1.14045
H -4.54337 0.96758 3.28700
H -4.78744 2.38175 2.32184
H -3.43713 4.32922 4.91086
H -4.61062 3.05524 5.18804
H -4.83483 4.23891 3.86857
H -2.32516 -0.37430 2.26714
H -1.40226 0.29187 1.21830
C -3.46103 -3.78164 4.81272
C -2.97757 -4.92090 3.87031
O -1.67146 -4.72289 3.41991
C -1.31997 -3.76339 2.53326
O -2.03135 -2.86106 2.14522
O -0.07164 -4.10307 2.10565
C 0.49763 -3.30496 1.08310
H -3.81127 -4.23516 5.73995
H -4.33738 -3.28473 4.39655
H -2.70223 -3.01813 4.98414
H -3.62567 -4.92038 2.99392
H -3.09101 -5.86173 4.40890
H 1.55457 -3.19503 1.32576
H -0.05999 -2.38579 0.90344
H 0.41822 -4.04598 0.28768
C -0.26715 2.01715 -4.91185
C -1.19029 1.31863 -5.92491
O -1.29603 -0.02982 -5.40969
C -1.87966 -0.96876 -6.16252
O -2.22463 -0.86452 -7.34643
O -1.96028 -2.16111 -5.48752
C -2.41314 -3.31405 -6.25806
H -0.55585 3.04140 -4.67590
H 0.79525 1.96317 -5.14954
H -0.52961 1.50425 -3.98657
H -0.72340 1.36286 -6.90886
H -2.14400 1.84108 -5.99963
H -3.49441 -3.21269 -6.35117
H -2.20511 -4.28831 -5.81575
H -1.98378 -3.43196 -7.25297
C -4.54113 -7.24587 -3.14821
C -4.84643 -5.82900 -3.68339
O -3.70619 -4.99606 -3.52258
C -3.81662 -3.75871 -2.82903
O -4.78851 -3.08047 -2.73274
O -2.68645 -3.57383 -2.30119
C -2.24221 -2.26521 -2.03200
H -4.63449 -7.45082 -2.08173
H -3.45275 -7.30488 -3.14092
H -4.95345 -8.02877 -3.78473
H -5.73683 -5.30100 -3.34206
H -4.98081 -5.85571 -4.76475
H -2.44816 -1.59644 -2.86772
H -1.19581 -2.23381 -1.72842
H -2.79568 -2.06163 -1.11531
C 4.00878 -1.30021 0.83907
C 5.37563 -1.77908 0.23193
O 5.27044 -2.77095 -0.79848
C 4.94212 -4.03613 -0.51903
O 4.42352 -4.41647 0.53135
O 5.07400 -4.68412 -1.72011
C 4.54610 -5.98863 -1.99118
H 3.36678 -0.65270 0.24184
H 4.13148 -0.58191 1.64967
H 3.37681 -2.06894 1.28377
H 6.03142 -2.22960 0.97697
H 5.93273 -0.91947 -0.14064
H 3.46648 -6.06065 -2.12284
H 4.91682 -6.66159 -1.21801
H 5.08846 -6.40661 -2.83926
C 4.35733 2.99614 -2.75454
Cl 4.81195 3.46818 -4.43969
Cl 5.30331 3.87958 -1.49250
H 3.30908 3.14510 -2.49553
H 4.67009 1.97799 -2.52289
*
```

Results
Molar mass = 1343.15 g mol⁻¹

Stability, lowest: <b>

<a>
Below is one molecule with the formula C12H16Si, with properties calculated with ωB97M-V with the def2-TZVPD basis set.

```
! wB97M-V def2-TZVPD RIJCOSX def2/J DEFGRID3
* xyz 0 1
C -1.03148 2.08696 2.30077
Si -0.95734 1.18004 0.66073
C 0.32072 2.11961 -0.39181
C -2.70374 1.20269 -0.15805
C -0.38253 -0.60181 0.89921
C 0.70929 -0.69803 1.87778
C 1.85820 -1.05630 1.25405
C 1.56185 -1.45084 -0.09814
C 2.38306 -1.96203 -1.11009
C 1.84266 -2.21533 -2.36297
C 0.50908 -1.87768 -2.60291
C -0.33794 -1.51772 -1.58585
C 0.20747 -1.21319 -0.34917
H -0.08617 2.00063 2.82900
H -1.75648 1.55207 2.93949
H -1.32507 3.11703 2.25590
H 0.11405 3.18140 -0.37185
H 0.30520 1.84335 -1.45923
H 1.30935 1.88637 0.03155
H -2.65986 0.55012 -1.01155
H -3.43198 0.80823 0.53522
H -3.07043 2.18450 -0.46629
H -1.26498 -1.13352 1.19526
H 0.56962 -0.48139 2.92492
H 2.81168 -1.17193 1.76059
H 3.40138 -2.20756 -0.90794
H 2.39707 -2.67729 -3.16764
H 0.06683 -2.12561 -3.57102
H -1.35953 -1.32277 -1.84996
*
```

Results
SMILES string = C[Si](C)(C)[C@@H]1C=Cc2ccccc21
Molar mass = 188.35 g mol⁻¹

<b>
Below is a 2-piece molecular cluster, C12H16Si overall, with properties calculated with ωB97M-V with the def2-TZVPD basis set.

```
! wB97M-V def2-TZVPD RIJCOSX def2/J DEFGRID3
* xyz 0 1
C -3.38968 1.30942 0.91795
C -2.21686 2.04278 0.49032
C -3.67017 0.07378 0.49205
C -1.31625 1.42841 -0.29684
C -2.63451 -1.93751 -0.83196
C -2.73808 -0.62988 -0.35941
C -1.57627 0.07445 -0.79849
C -0.62871 -0.74933 -1.34213
C -1.29412 -2.08209 -1.47384
C 3.31319 1.50105 -0.89052
C 2.97621 -1.57469 0.01725
C 1.86093 0.67940 1.91921
Si 2.38707 0.20165 0.19727
H -3.83484 1.66380 1.79651
H -2.02713 2.98443 0.97157
H -4.42817 -0.56039 0.81176
H -0.41552 1.87708 -0.75201
H -3.26117 -2.68460 -0.62156
H -0.74796 -2.86666 -1.06545
H -1.40899 -2.30974 -2.58398
H 4.17924 1.88591 -0.51403
H 3.38856 1.18169 -1.97636
H 2.56399 2.32746 -0.95503
H 3.43414 -1.75996 -0.97407
H 3.93599 -1.76084 0.63848
H 2.32579 -2.33063 0.37260
H 1.95541 -0.27972 2.55255
H 2.46069 1.41694 2.29965
H 0.80721 0.87778 1.95853
*
```

Results
Molar mass = 188.35 g mol⁻¹

Stability, lowest: <b>